No. 1
The following is a DFT calculation (the ωB97M-V functional and the def2-TZVPD basis) of one molecule with the formula C3H4N4O2.

XYZ file:
```
13
Properties=species:S:1:pos:R:3:nbo_charge:R:1
N -1.3577 -1.5061 -1.9622 -0.57
N -0.8826 -2.0612 -0.8881 -0.20
C -0.0366 -1.3266 -0.1369 0.17
O -0.2519 0.0774 -0.3463 -0.50
C 0.2461 0.8766 0.4537 0.57
C 1.3131 0.8454 1.3689 -0.22
N 1.3980 2.0924 1.7414 -0.25
N 0.3647 2.8049 1.2398 0.03
O -0.1740 2.0902 0.3614 -0.22
H -1.1282 -0.2927 -1.9461 0.37
H -1.9424 -1.9245 -2.4985 0.37
H 0.6836 -1.5125 0.8772 0.22
H 1.7679 -0.1633 1.7357 0.23
```

Computed properties:
energy relative to the best compared isomer or geometry (same formula, charge and spin) = 7.000 eV
calculated total energy = -13223.916 eV
SMILES = N/N=C\Oc1cnno1
net charge = 0
Kohn-Sham gap = 9.29 eV
LUMO = 0.62 eV
HOMO level = -0.319 Ha



No. 2
The following is a DFT calculation (the ωB97M-V functional and the def2-TZVPD basis) of a 2-piece molecular cluster, C4H11N3O overall.

XYZ file:
```
19
Properties=species:S:1:pos:R:3:nbo_charge:R:1
H 0.7557 0.1657 2.2836 0.32
N 1.4270 -0.1558 1.5889 -0.73
C 0.9167 -0.7917 0.6144 0.50
C 1.7794 -1.4352 -0.4326 -0.69
N -0.4569 -1.3252 0.6127 -0.88
H 2.7300 -0.9103 -0.4840 0.24
H 1.9394 -2.4824 -0.1814 0.23
H 1.2776 -1.3854 -1.3991 0.23
H -1.0240 -1.1286 1.4255 0.39
H -0.6941 -2.0409 -0.0584 0.41
C -1.9298 1.4986 0.0482 -0.72
C -0.9338 0.6634 -0.7352 0.72
N 0.3828 1.2406 -0.7190 -0.86
O -1.2400 -0.0688 -1.6648 -0.64
H -1.5849 1.6429 1.0723 0.21
H -2.0248 2.4806 -0.4112 0.24
H -2.8939 0.9955 0.0596 0.24
H 0.5926 2.0233 -0.1193 0.40
H 0.9809 1.0135 -1.5003 0.40
```

Computed properties:
energy relative to the best compared isomer or geometry (same formula, charge and spin) = 1.452 eV
calculated total energy = -10843.759 eV
SMILES = [H]/N=C(/C)N.CC(N)=O
net charge = 0
Kohn-Sham gap = 9.57 eV
LUMO = 0.82 eV
HOMO level = -0.322 Ha



No. 3
The following is a DFT calculation (the ωB97M-V functional and the def2-TZVPD basis) of a 2-piece molecular cluster, C2H4O2S overall.

XYZ file:
```
9
Properties=species:S:1:pos:R:3:nbo_charge:R:1
C 0.8373 -0.5015 -0.6172 -0.34
C 0.9207 0.4560 0.2997 -0.33
O -2.2100 1.1250 0.7772 -0.75
O -1.5714 -1.1060 0.1836 -0.81
S -1.7477 0.2701 -0.2937 1.40
H 1.2307 -0.4998 -1.6857 0.22
H 0.4919 -1.3697 -0.2140 0.21
H 0.8543 0.2199 1.4134 0.22
H 1.1943 1.4061 0.1369 0.18
```

Computed properties:
energy relative to the best compared isomer or geometry (same formula, charge and spin) = 3.251 eV
calculated total energy = -17063.314 eV
<S²> = 2.0119
net charge = 0
Kohn-Sham gap (spin up / spin down) = 8.20 / 6.46 eV
LUMO (spin up / spin down) = 0.64 / -4.06 eV
2S+1 = 3
HOMO level (spin up / spin down) = -0.278 / -0.386 Ha



Among the records above, which one has the highest energy relative to the best compared isomer or geometry (same formula, charge and spin)? C3H4N4O2